{"formula": "C21H25BF2N7O4SiTl", "method": "ωB97M-V with the def2-TZVPD basis set", "elements": ["Tl", "B", "N", "C", "C", "C", "N", "N", "C", "C", "C", "N", "H", "H", "H", "H", "H", "H", "H", "H", "C", "Si", "C", "C", "N", "C", "C", "C", "C", "C", "C", "F", "H", "H", "H", "H", "H", "H", "H", "H", "H", "H", "H", "H", "H", "F", "C", "C", "N", "C", "C", "O", "O", "C", "O", "N", "C", "O", "H", "H", "H", "H"], "coordinates": [[-0.828, -0.574, -0.150], [-4.371, -0.587, 0.328], [-3.787, -1.841, -0.415], [-4.477, -2.938, -0.731], [-3.596, -3.951, -1.071], [-2.342, -3.373, -0.929], [-2.471, -2.105, -0.532], [-3.662, 0.713, -0.159], [-4.260, 1.846, -0.531], [-3.332, 2.874, -0.565], [-2.144, 2.276, -0.180], [-2.359, 0.984, 0.091], [-5.529, -0.498, 0.012], [-4.207, -0.711, 1.518], [-5.550, -2.920, -0.681], [-3.831, -4.951, -1.383], [-1.363, -3.781, -1.104], [-5.316, 1.840, -0.734], [-3.490, 3.897, -0.852], [-1.148, 2.679, -0.124], [0.024, 0.600, 3.100], [0.122, -1.238, 2.782], [-1.579, -1.966, 2.999], [1.269, -2.029, 4.015], [0.572, -1.514, 1.112], [1.776, -1.879, 0.541], [3.001, -1.845, 1.215], [4.181, -2.244, 0.608], [4.198, -2.674, -0.712], [3.004, -2.705, -1.418], [1.849, -2.318, -0.782], [0.676, -2.367, -1.500], [-0.127, 0.803, 4.162], [-0.811, 1.070, 2.575], [0.941, 1.099, 2.781], [-1.938, -1.785, 4.013], [-1.568, -3.042, 2.824], [-2.329, -1.537, 2.330], [0.762, -1.991, 4.981], [2.213, -1.499, 4.125], [1.480, -3.073, 3.790], [3.030, -1.489, 2.234], [5.099, -2.204, 1.177], [5.119, -2.978, -1.185], [2.947, -3.034, -2.446], [5.276, 4.043, -1.773], [3.943, 4.004, -1.859], [3.306, 2.956, -2.383], [1.931, 2.911, -2.486], [1.260, 1.728, -2.989], [0.495, 0.999, -1.903], [0.830, 1.139, -0.711], [-0.428, 0.216, -2.268], [1.141, 3.921, -1.995], [-0.070, 3.871, -2.025], [1.830, 4.996, -1.474], [3.209, 5.160, -1.351], [3.693, 6.155, -0.871], [3.847, 2.093, -2.745], [2.035, 1.047, -3.343], [0.597, 1.966, -3.820], [1.257, 5.756, -1.132]], "lowdin_charge": [1.1361, -0.3832, -0.0657, -0.0723, -0.0418, -0.1226, -0.0382, -0.0606, -0.0585, -0.0222, -0.1188, -0.0463, 0.0770, 0.0694, 0.1245, 0.0958, 0.1071, 0.1256, 0.1033, 0.1021, -0.1602, 0.3699, -0.1618, -0.1699, -0.1483, -0.3030, -0.0240, -0.0850, -0.0956, -0.0187, -0.2203, -0.0012, 0.0380, 0.0162, 0.0400, 0.0432, 0.0432, -0.0110, 0.0373, 0.0250, 0.0433, 0.0866, 0.1039, 0.0996, 0.1198, 0.0953, -0.1857, 0.0578, 0.0022, -0.0221, -0.6516, -0.0170, -0.0373, -0.4660, 0.0965, 0.2254, -0.3962, 0.1127, 0.1488, 0.1409, 0.1461, 0.1725], "e_homo_ev": -8.16, "multiplicity": 1, "energy_ev": -59489.0992, "e_lumo_ev": 0.118, "charge": 0}

{"formula": "C18H21F2N5O3", "method": "ωB97M-V with the def2-TZVPD basis set", "elements": ["C", "C", "N", "O", "N", "C", "C", "N", "C", "O", "C", "H", "H", "C", "N", "C", "C", "N", "C", "O", "H", "H", "H", "H", "H", "C", "C", "C", "C", "C", "C", "C", "H", "H", "F", "F", "H", "H", "H", "H", "C", "H", "H", "H", "H", "H", "H", "H", "H"], "coordinates": [[0.640, 3.056, 2.870], [-0.339, 3.896, 2.149], [-1.530, 4.194, 2.589], [-2.095, 5.006, 1.683], [-1.274, 5.231, 0.656], [-0.176, 4.568, 0.891], [0.956, 4.469, -0.073], [0.644, 3.452, -1.068], [1.050, 2.192, -0.821], [1.771, 1.925, 0.132], [0.598, 1.100, -1.776], [1.444, 0.432, -1.939], [0.288, 1.513, -2.730], [-0.550, 0.246, -1.162], [-0.049, -1.062, -0.780], [0.661, -0.987, 0.482], [-0.245, -0.551, 1.636], [-1.030, 0.591, 1.225], [-1.227, 1.025, -0.029], [-1.915, 2.004, -0.259], [-1.497, 1.126, 1.946], [-0.913, -1.370, 1.938], [0.364, -0.277, 2.501], [1.459, -0.251, 0.366], [1.104, -1.959, 0.703], [-1.061, -2.107, -0.835], [-0.435, -3.463, -0.650], [0.693, -3.794, -1.392], [1.280, -5.035, -1.241], [0.745, -5.961, -0.353], [-0.378, -5.638, 0.386], [-0.960, -4.391, 0.237], [-1.836, -4.146, 0.818], [-0.780, -6.367, 1.072], [1.313, -7.169, -0.206], [2.371, -5.343, -1.962], [1.120, -3.081, -2.079], [-1.510, -2.070, -1.833], [-1.873, -1.968, -0.103], [-1.312, 0.107, -1.936], [-0.319, 3.822, -2.085], [0.115, 3.725, -3.082], [-1.220, 3.214, -2.001], [-0.606, 4.857, -1.924], [1.865, 4.162, 0.448], [1.113, 5.425, -0.577], [1.394, 3.695, 3.331], [0.143, 2.489, 3.653], [1.143, 2.390, 2.171]], "lowdin_charge": [-0.0212, -0.2917, 0.1190, -0.0619, 0.1323, -0.2151, -0.0716, -0.0742, -0.4546, 0.0270, -0.0047, 0.1335, 0.1063, -0.1895, -0.1266, -0.1404, -0.1364, 0.1130, -0.4471, 0.0588, 0.1478, 0.1127, 0.1218, 0.1095, 0.1257, -0.1422, -0.2204, 0.0464, -0.1960, -0.2098, 0.0045, -0.0359, 0.1132, 0.1217, 0.0864, 0.0895, 0.1330, 0.1349, 0.1257, 0.1566, -0.0376, 0.0931, 0.0823, 0.0888, 0.1291, 0.1345, 0.0918, 0.0823, 0.0559], "e_homo_ev": -8.89, "multiplicity": 1, "smiles": "Cc1nonc1CN(C)C(=O)C[C@@H]1C(=O)NCCN1Cc1ccc(F)c(F)c1", "energy_ev": -38033.4786, "e_lumo_ev": 0.567, "charge": 0}

{"formula": "C3H5FO2", "method": "ωB97M-V with the def2-TZVPD basis set", "elements": ["C", "C", "C", "H", "H", "H", "H", "H", "O", "O", "F"], "coordinates": [[-0.300, -0.721, -0.139], [0.778, 0.061, 0.586], [0.502, 0.289, -0.902], [-2.204, -0.185, -0.445], [-0.228, -1.738, -0.330], [1.712, -0.454, 0.863], [-0.572, 0.895, 1.643], [0.122, 1.285, -1.123], [-1.597, -0.327, 0.271], [0.384, 1.000, 1.454], [1.403, -0.105, -1.880]], "lowdin_charge": [-0.2135, -0.2841, -0.1781, 0.0965, 0.1311, 0.1628, 0.1151, 0.1600, -0.0065, 0.0205, -0.0039], "e_homo_ev": -9.52, "multiplicity": 1, "smiles": "O[C@@H]1[C@H](O)[C@H]1F", "energy_ev": -10002.6376, "e_lumo_ev": 0.696, "charge": 0, "e_above_lowest_kcal_mol": 42.1}

{"formula": "C5H9FN", "method": "ωB97M-V with the def2-TZVPD basis set", "elements": ["C", "C", "C", "C", "C", "N", "F", "H", "H", "H", "H", "H", "H", "H", "H", "H"], "coordinates": [[1.474, 0.960, 0.590], [2.832, 0.316, 0.271], [-3.344, 0.029, -0.655], [-2.255, -0.075, 0.115], [1.598, -0.398, 0.022], [1.017, -1.442, -0.332], [-1.706, -1.309, 0.327], [1.340, 1.353, 1.617], [1.140, 1.629, -0.196], [3.480, 0.746, -0.388], [3.377, 0.201, 1.238], [-3.929, -0.799, -1.007], [-3.786, 1.074, -0.605], [-1.790, 0.713, 0.874], [-0.095, -1.518, -0.066], [1.617, -2.308, -0.440]], "lowdin_charge": [-0.0207, -0.0132, 0.0510, -0.2136, -0.2284, 0.2644, -0.0617, 0.1433, 0.1242, 0.0929, 0.1547, 0.0715, 0.0976, 0.1540, 0.1873, 0.1968], "e_homo_ev": -13.78, "multiplicity": 1, "energy_ev": -9528.1496, "e_lumo_ev": -4.606, "charge": 1, "e_above_lowest_kcal_mol": 57.2}

{"formula": "C21H20CeClNOP", "method": "ωB97M-V with the def2-TZVPD basis set", "elements": ["Ce", "Cl", "C", "O", "P", "C", "C", "C", "C", "C", "C", "C", "C", "H", "H", "H", "H", "H", "C", "C", "C", "C", "C", "H", "H", "H", "H", "H", "C", "C", "C", "C", "C", "H", "H", "H", "H", "H", "H", "H", "C", "C", "N", "H", "H", "H"], "coordinates": [[-0.164, -1.075, 0.435], [-1.499, -3.237, -0.047], [2.041, -0.897, -0.110], [3.160, -1.150, -0.375], [-0.063, 0.026, -2.451], [0.546, 1.601, -3.215], [0.972, -1.261, -3.260], [-1.699, -0.228, -3.246], [0.425, -2.519, -3.559], [1.243, -3.508, -4.106], [2.616, -3.277, -4.323], [3.176, -2.031, -3.972], [2.352, -1.034, -3.435], [-0.649, -2.692, -3.398], [0.781, -4.447, -4.421], [3.227, -4.027, -4.821], [4.234, -1.820, -4.195], [2.747, -0.040, -3.187], [1.396, 2.447, -2.464], [1.843, 3.677, -2.957], [1.479, 4.113, -4.241], [0.631, 3.278, -4.999], [0.157, 2.058, -4.486], [1.711, 2.153, -1.457], [2.504, 4.274, -2.316], [1.870, 5.058, -4.630], [0.345, 3.537, -6.017], [-0.507, 1.450, -5.097], [-1.846, -0.543, -4.610], [-3.123, -0.743, -5.155], [-4.265, -0.674, -4.343], [-4.110, -0.372, -2.983], [-2.851, -0.122, -2.446], [-0.977, -0.638, -5.266], [-3.170, -0.941, -6.224], [-5.264, -0.820, -4.758], [-4.973, -0.294, -2.321], [-2.751, 0.159, -1.388], [-0.421, 2.510, 0.294], [-1.153, 2.338, 0.247], [0.041, 0.013, 5.235], [-0.065, -0.154, 3.819], [-0.154, -0.316, 2.658], [-0.835, 0.577, 5.592], [0.958, 0.570, 5.475], [0.086, -0.978, 5.711]], "lowdin_charge": [0.8263, 0.0448, -0.1074, 0.2168, 1.0187, -0.3455, -0.3861, -0.3721, -0.0971, -0.0466, -0.0355, -0.0501, -0.1099, 0.1114, 0.1212, 0.1184, 0.1243, 0.1079, -0.1316, -0.0695, -0.0362, -0.0384, -0.0602, 0.0813, 0.1170, 0.1213, 0.1169, 0.0910, -0.0997, -0.0353, -0.0313, -0.0568, -0.1108, 0.1181, 0.1208, 0.1225, 0.1181, 0.0839, 0.0584, 0.0634, 0.0151, -0.0937, 0.0122, 0.1295, 0.1260, 0.1285], "e_homo_ev": [-14.35, -14.35], "multiplicity": 2, "energy_ev": -60363.3552, "e_lumo_ev": [-8.712, -8.677], "charge": 2, "e_above_lowest_kcal_mol": 0.0}

Q: Number 2 is which compound?
A: C18H21F2N5O3

Q: The highest charge belongs to which entry?
A: C21H20CeClNOP